Entry 1:
ORCA calculation (ωB97M-V with the def2-TZVPD basis set) on a molecular structure, C44H31N6NaO6PS.

Atoms and positions in Å:
Na -0.1051 -0.8695 1.9154
O -3.8945 -1.5553 3.9672
C -2.6210 -1.2665 3.6051
O -1.9578 -2.0262 2.9497
C -2.1723 0.0651 4.1167
C -2.6838 0.5552 5.3045
C -2.1907 1.7749 5.7552
C -1.2698 2.4389 4.9760
C -0.8261 1.8632 3.7820
N -1.2566 0.6793 3.3679
C 0.1461 2.6530 2.8877
O 0.0567 3.8896 2.9871
O 0.8895 1.9682 2.1588
H -4.0628 -2.4480 3.6302
H -3.4274 -0.0010 5.8555
H -2.5345 2.1975 6.6909
H -0.8714 3.4074 5.2398
S -0.6471 -6.3108 -4.1295
N -1.7910 -5.3358 -3.5287
C -1.2372 -4.6687 -2.5307
C -1.8985 -3.6628 -1.7183
C -3.2392 -3.3188 -1.8819
C -3.7653 -2.3321 -1.0762
C -2.9236 -1.7069 -0.1557
N -1.6485 -2.0123 -0.0006
C -1.1416 -2.9964 -0.7470
C 0.2705 -3.3760 -0.4974
N 0.9025 -2.7162 0.4697
C 2.1604 -3.0273 0.7343
C 2.8587 -4.0177 0.0372
C 2.2189 -4.6995 -0.9710
C 0.8907 -4.3749 -1.2538
C 0.1249 -5.0118 -2.3060
N 0.5761 -5.9333 -3.1407
H -3.8336 -3.8264 -2.6299
H -4.8000 -2.0285 -1.1568
H -3.2918 -0.8937 0.4607
H 2.5963 -2.4608 1.5499
H 3.8880 -4.2264 0.2956
H 2.7147 -5.4663 -1.5520
O 2.4977 0.4863 4.2651
C 2.3717 -0.1591 3.2296
O 1.6233 -1.1549 3.0060
C 3.3490 0.1742 2.0705
C 4.6852 0.0765 2.4641
C 5.7447 0.2897 1.6023
C 5.4900 0.6651 0.2941
C 4.1722 0.7905 -0.1134
C 3.0884 0.5153 0.7246
P 1.4091 0.7260 -0.0646
C 1.4801 -0.3720 -1.5540
C 0.2844 -0.4171 -2.2755
C 0.1462 -1.1999 -3.4094
C 1.2029 -1.9918 -3.8387
C 2.3888 -1.9809 -3.1207
C 2.5275 -1.1755 -1.9962
C 1.6512 2.3377 -0.9576
C 1.6094 3.5219 -0.2162
C 1.7392 4.7501 -0.8448
C 1.9165 4.8297 -2.2193
C 1.9692 3.6603 -2.9616
C 1.8394 2.4276 -2.3350
H 4.8734 -0.1513 3.5063
H 6.7628 0.1928 1.9608
H 6.2956 0.8776 -0.3980
H 3.9749 1.1353 -1.1222
H -0.5593 0.1772 -1.9380
H -0.7942 -1.2039 -3.9488
H 1.0972 -2.6190 -4.7159
H 3.2181 -2.6065 -3.4303
H 3.4601 -1.1925 -1.4494
H 1.4641 3.4716 0.8561
H 1.6949 5.6483 -0.2413
H 2.0171 5.7923 -2.7062
H 2.1166 3.6942 -4.0349
H 1.8893 1.5350 -2.9430
C -4.5088 3.6231 -2.6698
C -3.8531 3.0201 -1.4616
C -2.4778 3.0613 -1.2816
C -1.9208 2.4989 -0.1393
N -2.6368 1.8996 0.8013
C -3.9557 1.8712 0.6395
C -4.6047 2.4082 -0.4596
H -3.7657 3.9550 -3.3937
H -5.1178 4.4856 -2.3925
H -5.1660 2.9037 -3.1610
H -1.8283 3.5289 -2.0118
H -0.8512 2.5347 0.0309
H -4.5282 1.3888 1.4275
H -5.6846 2.3479 -0.5335

Cartesian forces (eV/Å) of the 6 atoms listed first:
Na -0.55 0.12 -0.49
O 0.07 -0.20 -0.04
C -0.05 0.33 0.25
O -0.09 -0.07 -0.09
C -0.18 -0.18 -0.02
C 0.02 0.12 -0.01

Highest occupied orbital energy, eV: -4.98
E, hartree: -3377.40353
Net charge: -1
Relative energy (zero: lowest compared OMol25 entry of this formula, charge and spin), kcal per mole: 22.4

Atomic partial charges in e from the Löwdin method, atoms 1 to 8: Na 0.207; O 0.100; C -0.440; O 0.109; C -0.191; C -0.009; C -0.048; C 0.018

Entry 2:
ORCA calculation (ωB97M-V with the def2-TZVPD basis set) on a molecular structure, C3H2FLiNaO4.

Atoms and positions in Å:
C 1.8878 -0.1344 -0.4499
C 1.1585 0.9159 0.3842
O -0.1499 1.4722 -0.2164
C -1.2918 0.7803 -0.1160
O -2.2777 1.0116 -0.7876
O -1.2686 -0.5044 0.3100
O 1.6452 -1.3567 -0.3388
Li -3.1274 0.0725 0.7862
H 2.6233 0.2550 -1.1541
F 1.9891 1.9480 0.5749
H 0.9088 0.5256 1.3709
Na -0.1293 -2.4610 0.1458

Cartesian forces (eV/Å) of the 6 atoms listed first:
C -0.55 3.31 0.57
C 0.67 -2.81 -0.56
O -0.58 0.38 0.94
C 3.46 -4.70 -1.93
O -2.57 2.91 0.12
O 0.03 1.54 2.13

2S+1: 2
⟨S²⟩: 0.753
Highest occupied orbital energy (alpha / beta), eV: -4.35 / -7.90
E, hartree: -686.18281
Relative energy (zero: lowest compared OMol25 entry of this formula, charge and spin), kcal per mole: 0.0

Atomic partial charges in e from the natural (NBO) method, atoms 1 to 8: C 0.035; C 0.392; O -0.539; C 0.922; O -0.755; O -1.020; O -0.860; Li 0.956

Entry 3:
ORCA calculation (ωB97M-V with the def2-TZVPD basis set) on 2 unconnected molecules or ions with the total composition C4H10O.

Atoms and positions in Å:
C 0.8611 -0.8905 0.3854
C 0.2613 0.3365 0.8787
C 0.3579 0.6700 2.2428
C -0.4904 1.2048 -0.0318
H 0.1033 -1.6343 0.0769
H 1.4458 -1.4296 1.1267
H 1.4792 -0.7913 -0.5161
H 0.0276 1.5976 2.6961
H 0.7858 -0.0211 2.9497
H -1.1549 1.8907 0.4914
H -0.9794 0.6297 -0.7947
H 0.2381 1.8365 -0.5704
H -0.4265 -1.3577 -3.4865
H -1.3461 -0.5729 -2.5761
O -1.1628 -1.4682 -2.8722

Cartesian forces (eV/Å) of the 6 atoms listed first:
C 0.58 -1.22 0.10
C -0.38 0.14 -0.35
C 0.18 0.03 0.67
C 0.39 0.55 0.34
H -0.28 0.43 -0.10
H 0.14 0.24 0.18

2S+1: 2
⟨S²⟩: 0.752
Highest occupied orbital energy (alpha / beta), eV: -14.93 / -14.93
E, hartree: -233.28381
Net charge: +1
Relative energy (zero: lowest compared OMol25 entry of this formula, charge and spin), kcal per mole: 8.0

Atomic partial charges in e from the natural (NBO) method, atoms 1 to 8: C -0.739; C 0.321; C -0.050; C -0.704; H 0.327; H 0.257; H 0.300; H 0.227

Entry 4:
ORCA calculation (ωB97M-V with the def2-TZVPD basis set) on a molecular structure, C29H44MnN5O5.

Atoms and positions in Å:
Mn 1.0644 -1.1453 -2.4454
C -0.8050 -0.9517 1.0773
C -1.3387 -0.5746 -0.3241
C -1.3656 0.9529 -0.4838
O -0.7199 -1.2241 -1.3675
H -1.1665 -0.2653 1.8411
H 0.2758 -1.0785 1.1776
H -1.3067 -1.8917 1.3354
H -2.3884 -0.8909 -0.2323
H -1.7003 1.4337 0.4401
H -2.1250 1.3156 -1.1881
H -0.4027 1.3022 -0.8643
C 4.3541 0.4039 -4.7809
C 4.5235 1.7147 -5.2815
C 3.5048 2.8601 -4.8370
O 3.5425 3.8703 -5.5050
C 2.5514 2.5036 -3.7743
C 2.5161 1.2107 -3.3075
C 3.3821 0.0951 -3.8722
O 3.1055 -1.1450 -3.6196
O 1.6982 0.9560 -2.3201
O 5.4865 2.1120 -5.9290
H 4.7772 -0.3409 -5.4477
H 1.8304 3.2243 -3.4178
C -5.3069 3.6884 3.2530
C -3.8984 3.7460 2.6834
C -3.5019 5.0767 2.0009
C -3.3817 6.2474 2.8681
N -3.2518 7.1493 3.5688
H -6.0704 4.0309 2.5470
H -5.4321 4.3449 4.1148
H -5.6109 2.6705 3.4944
H -3.6861 3.0146 1.9039
H -3.1800 3.5438 3.4803
H -4.2874 5.3381 1.2851
H -2.5951 4.9074 1.4233
C -2.2566 3.0473 -5.4259
C -1.6576 2.2843 -4.2416
C -2.3111 0.9129 -4.0503
C -3.7518 1.0399 -3.7472
N -4.8775 1.1831 -3.5727
H -3.2468 3.4166 -5.1465
H -2.4277 2.4450 -6.3202
H -1.5693 3.8527 -5.6815
H -1.6325 2.8994 -3.3433
H -0.6154 2.0881 -4.5107
H -1.8081 0.3046 -3.2998
H -2.1818 0.4456 -5.0285
C 0.9711 -4.7054 1.1454
C -0.2676 -4.8582 0.2898
C 0.0043 -5.3706 -1.1504
C 0.5942 -4.3385 -1.9938
N 1.0540 -3.4478 -2.5415
H 1.8387 -4.2759 0.6331
H 1.4493 -5.6172 1.5189
H 0.7283 -4.0623 1.9919
H -0.8609 -3.9433 0.2584
H -0.9846 -5.5776 0.6939
H -0.9063 -5.7606 -1.5962
H 0.7759 -6.1374 -1.0441
C 0.4692 0.3050 5.3311
C -0.0504 -1.1402 5.3125
C -1.5740 -1.2572 5.5860
C -2.3968 -0.9585 4.3966
N -3.0349 -0.7265 3.4722
H 1.5240 0.2688 5.0580
H 0.3167 0.7378 6.3160
H -0.0205 0.8920 4.5534
H 0.4389 -1.6728 6.1290
H 0.1068 -1.6755 4.3773
H -1.9169 -0.5707 6.3632
H -1.7926 -2.2541 5.9666
C 5.5081 -2.9839 0.8579
C 4.9272 -1.8229 1.6799
C 3.4062 -1.8045 1.6967
C 2.8407 -1.6594 0.3579
N 2.4571 -1.5131 -0.7030
H 5.2633 -2.8007 -0.1969
H 5.0545 -3.9630 1.0198
H 6.5958 -2.9917 0.8408
H 5.2764 -0.9062 1.1993
H 5.4043 -1.8330 2.6599
H 3.0130 -0.9613 2.2688
H 3.0328 -2.7379 2.1232

Cartesian forces (eV/Å) of the 6 atoms listed first:
Mn 0.64 0.95 0.77
C -0.34 -0.54 0.12
C -0.09 0.61 0.32
C -0.38 0.21 -0.34
O 0.81 -0.35 -0.71
H 0.13 0.23 -0.08

2S+1: 6
⟨S²⟩: 8.755
Highest occupied orbital energy (alpha / beta), eV: -4.02 / -4.04
E, hartree: -2932.43014
Net charge: -1

Atomic partial charges in e from the Löwdin method, atoms 1 to 8: Mn 0.891; C -0.081; C -0.593; C -0.059; O -0.350; H 0.030; H 0.048; H 0.052